{
  "formula": "C4H8OS2",
  "method": "ωB97M-V/def2-TZVPD",
  "elements": ["O", "S", "H", "C", "C", "H", "H", "H", "H", "H", "H", "H", "S", "C", "C"],
  "coordinates": [[-3.5392, -1.1304, 0.0035], [1.3650, -0.5108, -1.3158], [2.4168, 1.1926, -2.5833], [-0.4935, 0.7318, 0.8298], [-2.6814, -0.5207, 0.5977], [1.8321, 2.0263, -1.0649], [-0.8939, 0.9347, 1.9086], [-1.1919, -0.3388, -0.9597], [3.1306, 0.9036, -1.0499], [-0.5525, 1.7395, 0.3363], [-3.0307, 0.3875, 1.1126], [-0.8001, -1.3299, 0.2354], [1.1972, 0.3678, 1.4082], [2.2158, 1.1508, -1.4962], [-1.3064, -0.3926, 0.1618]],
  "forces_ev_per_angstrom": [[0.325, -1.174, 0.645], [0.638, 2.219, 2.686], [-0.267, 0.483, 0.442], [-0.627, 1.152, 2.644], [-2.318, 2.449, -2.218], [-1.180, 0.854, 0.375], [-0.048, -0.230, -1.737], [-0.827, 0.521, 1.044], [1.481, 0.225, 0.609], [0.143, -1.160, 0.111], [-0.090, -0.256, 1.386], [0.548, -0.858, 0.776], [-0.526, -1.437, -3.650], [0.289, -2.703, -2.033], [2.460, -0.087, -1.081]],
  "homo_energy_ha": -0.342,
  "total_energy_ev": -27991.733,
  "largest_force_ev_per_a": 4.0,
  "homo_lumo_gap_ev": 6.7,
  "lumo_ev": -2.580
}



{
  "formula": "CH5N3",
  "method": "ωB97M-V/def2-TZVPD",
  "elements": ["H", "N", "N", "N", "H", "C", "H", "H", "H"],
  "coordinates": [[-1.0970, 1.7191, 1.0787], [-0.1715, 1.8874, 0.7212], [0.2064, -1.4295, -0.5200], [-0.5199, -0.3328, -0.1315], [1.0530, -1.5209, 0.1073], [0.1711, 0.8599, 0.0726], [1.1420, 0.8617, -0.3855], [0.4502, -1.4400, -1.5040], [-1.2345, -0.6048, 0.5612]],
  "forces_ev_per_angstrom": [[-0.709, 0.249, 0.510], [-0.025, -0.051, -0.202], [1.918, -1.364, 1.046], [-1.020, 0.852, 0.578], [-1.073, -0.144, -1.395], [-0.090, -0.199, 0.312], [0.493, -0.158, -0.448], [-0.021, 0.227, 0.245], [0.527, 0.587, -0.646]],
  "homo_energy_ha": -0.348,
  "total_energy_ev": -5586.987,
  "largest_force_ev_per_a": 2.6,
  "homo_lumo_gap_ev": 10.5,
  "smiles": "[H]/N=C\\NN",
  "lumo_ev": 1.076
}



{
  "formula": "C31H73N7O7",
  "method": "ωB97M-V/def2-TZVPD",
  "elements": ["H", "H", "C", "H", "H", "C", "H", "H", "C", "H", "H", "O", "C", "H", "H", "O", "H", "H", "C", "H", "H", "H", "H", "N", "C", "C", "H", "H", "N", "H", "C", "C", "O", "H", "H", "H", "H", "C", "O", "H", "H", "H", "C", "H", "C", "H", "H", "H", "H", "N", "H", "H", "H", "H", "H", "H", "C", "H", "H", "H", "H", "C", "H", "H", "C", "N", "O", "H", "C", "C", "C", "H", "H", "H", "C", "C", "C", "C", "H", "C", "H", "C", "O", "H", "H", "H", "H", "H", "H", "C", "H", "H", "C", "H", "C", "H", "H", "H", "N", "H", "H", "H", "H", "H", "C", "H", "H", "O", "H", "C", "N", "N", "C", "H", "H", "H", "H", "C"],
  "coordinates": [[-4.6541, 2.3803, -0.8824], [-1.5780, 4.9512, 5.2342], [-3.0961, 4.2339, 3.7964], [-0.6725, 3.1228, 3.6703], [1.7929, -4.3783, -2.0290], [-5.4612, 1.2113, -3.2156], [-3.3465, 6.3070, 0.0121], [1.4191, -4.9757, -0.3919], [2.6693, -7.1079, 1.1141], [4.6147, -7.8542, -1.1220], [-1.3503, 2.7990, 1.9531], [-5.6339, -1.3195, -2.2217], [-3.5379, 4.6854, 2.4459], [5.0843, 0.2428, 1.2282], [2.8159, -4.5679, 2.7728], [1.6252, 2.4036, -2.8237], [-2.1095, 0.4004, -0.7558], [-3.6211, -3.0077, -3.5522], [0.3854, -0.2516, 1.2247], [5.1660, -3.1033, 2.1819], [0.9687, 6.5582, 3.2451], [2.5087, -2.8713, 2.2872], [-4.3125, 4.0343, 2.0397], [2.3267, -0.2196, -3.7947], [-2.0152, 5.1799, 4.2793], [3.1611, -3.5557, -0.5191], [1.6266, 3.9732, -0.0881], [-0.6485, 7.4075, 3.5642], [0.0291, 3.8108, -2.0137], [-3.9176, 5.6799, 2.3700], [3.7138, -3.9996, 0.8997], [4.7520, -7.5121, -0.1080], [3.9177, 1.3455, -0.1068], [0.3475, 6.4081, 4.8147], [-2.4459, 6.1845, 4.3513], [-2.6491, -2.6680, -0.1899], [2.6630, -8.2466, 0.9502], [4.4976, 1.1841, 1.2426], [-0.2311, 5.7502, 1.0787], [-1.1215, 3.1154, 0.2945], [-3.9079, 4.4385, 4.4865], [2.5810, -3.3339, -3.2998], [-0.8354, 5.3203, 3.3327], [2.7335, 2.7546, -0.4821], [2.0887, -1.3960, -3.1899], [-0.3148, 3.6033, -2.9100], [0.5643, 0.6487, 1.7748], [-4.1226, 0.8664, -0.0633], [4.6387, -8.3666, 0.5680], [-1.3351, 5.5894, 1.9827], [1.2985, -0.6718, -0.4690], [3.8178, -5.7091, -1.8924], [-1.6485, -1.1352, -3.2989], [-5.8320, -1.0984, -1.3415], [-2.6371, 2.6093, 0.7730], [-2.5749, -3.5422, -2.1961], [2.5902, -3.9614, 1.8861], [-4.3762, -2.1613, -0.2557], [-2.8996, 0.9128, -3.6319], [2.9386, -2.4955, -4.7695], [5.8663, -5.4354, 1.8986], [-1.8356, 3.2588, 1.1039], [-0.5440, -0.1946, 0.6281], [5.7638, -7.2133, 0.0125], [-1.8737, -1.0435, -2.2254], [2.6937, -2.4682, -3.7846], [4.9208, -5.6638, 1.9797], [0.6371, 4.1042, 4.3236], [-1.8828, 0.3978, -1.8121], [-3.2811, -1.6119, -1.9342], [0.0000, 6.5162, 3.7453], [-5.2012, 0.9169, -4.2078], [1.8716, 0.6864, -3.4530], [-5.5821, 2.3537, -3.1605], [1.2550, 3.1331, -1.8700], [-4.3791, 0.6664, -2.2343], [-2.9234, 5.2556, -0.0101], [-4.8016, 1.2904, -0.8169], [-0.4581, 4.4409, -1.3921], [-3.3835, -1.8467, -0.4493], [1.6980, -4.3377, 1.4022], [3.0093, -5.9688, -1.1473], [1.5366, -0.5003, 0.4987], [5.4976, -2.7371, 0.5185], [-4.4244, -3.3827, -2.0695], [-3.2308, -1.0283, 0.2635], [2.5402, -2.6204, -0.3969], [-2.8604, 2.2924, -2.5275], [3.9248, -3.3280, -1.2555], [-2.9535, 1.1988, -2.5704], [-6.4775, 0.8382, -3.0136], [3.2258, 0.6140, -0.0750], [2.2641, -4.6936, -1.0369], [2.4532, -6.7547, -1.6029], [4.7395, -2.8921, 1.2615], [-2.8337, 3.1805, 3.8003], [0.1526, -1.0565, 1.9425], [-5.8369, 1.0432, -0.5686], [-4.3527, -0.7773, -2.4596], [3.0054, -7.0462, 2.1848], [-3.7896, 4.5711, -0.2447], [1.7226, -6.6213, 1.0216], [3.6800, 1.1736, 1.9826], [3.0988, -0.0442, -4.3534], [3.6652, -6.4133, 0.1543], [5.1414, 2.0090, 1.4504], [-1.1563, -1.6351, -1.6739], [1.4078, -1.5711, -2.1729], [-0.4306, 6.5835, 0.6831], [-3.4428, -2.9833, -2.5096], [4.4122, -5.2518, 0.6660], [1.9143, 3.2942, -0.7077], [-0.0057, 4.0157, 3.4899], [-0.8887, 0.9190, -1.9265], [-2.2226, 5.2468, -0.7766], [0.6263, 3.7710, 2.6515], [4.2531, -1.9183, 1.1995], [-2.3743, 4.6655, 1.3370]],
  "forces_ev_per_angstrom": [[-0.210, -0.472, 0.066], [-0.096, -0.332, 0.617], [-0.056, 1.088, 0.662], [0.785, 0.951, -0.062], [0.452, -0.641, 1.264], [-0.184, 1.650, 0.751], [0.533, -1.135, 0.513], [-0.140, 0.985, 0.024], [0.884, -0.905, 1.000], [0.097, -0.384, -0.384], [-0.309, 0.070, 0.209], [0.634, -0.643, -1.746], [0.885, -1.137, -2.889], [-0.357, 0.533, 0.408], [-0.065, 0.011, -0.244], [-0.425, 0.996, 1.578], [0.019, 0.398, 0.463], [0.313, 0.159, -1.238], [-1.338, -0.612, 0.546], [0.855, 0.028, 1.949], [-0.340, 0.218, -0.574], [-0.389, -1.873, -0.931], [-0.191, -0.129, 0.081], [-2.648, 2.268, 1.557], [0.282, 0.854, -0.675], [-1.856, -0.259, 1.336], [-0.848, 1.560, 1.476], [0.945, -0.349, 0.357], [1.668, -0.631, 0.537], [-0.313, 0.844, 0.561], [0.773, 2.300, -2.507], [-1.022, -0.295, -0.051], [-0.640, -1.463, 1.621], [-0.943, 0.292, -0.779], [-0.220, -0.073, 0.173], [-0.991, 0.816, 0.008], [-0.540, 1.868, -0.251], [-0.767, -0.773, -1.265], [0.129, -1.240, 0.385], [0.244, 0.672, -0.156], [-0.420, -0.647, 0.174], [-0.047, -0.285, -0.063], [0.749, -1.358, -0.300], [0.384, -0.379, -0.207], [0.180, -0.288, 0.001], [-0.865, 0.133, -0.984], [-0.383, 0.750, 0.477], [-0.373, 0.388, 0.116], [-0.087, 0.168, -0.185], [-1.264, -0.028, -1.274], [0.528, -0.018, 1.370], [-0.218, -0.731, 0.670], [0.005, -0.027, 0.212], [-0.658, 0.377, 2.159], [-0.505, -0.201, 0.188], [0.038, -0.646, -0.155], [0.019, 1.210, 1.642], [-0.969, -0.818, 0.457], [0.523, 0.321, -0.011], [-0.148, 0.169, 0.556], [-0.600, -0.244, 0.124], [-0.080, -0.578, -0.586], [0.554, 0.376, -0.042], [0.795, 0.789, -0.056], [-1.112, 0.192, -1.077], [0.387, -0.148, -0.510], [0.724, 0.314, -0.681], [0.667, 0.132, 1.114], [1.071, 1.619, -0.174], [0.545, 0.217, 0.442], [0.303, 0.254, 1.038], [0.149, -0.073, -0.850], [0.772, -1.749, -0.173], [0.561, -1.523, -0.091], [-0.797, -0.278, -0.943], [-0.859, 1.997, 0.432], [-2.320, -0.035, 2.262], [0.960, -1.408, -0.674], [0.556, -0.284, 0.063], [1.247, -0.476, 1.404], [-0.460, 0.294, 0.415], [2.541, 0.634, -1.453], [0.482, -0.576, -2.631], [0.723, -0.682, -0.528], [1.630, 0.020, -0.493], [0.358, 0.138, -0.466], [0.748, -1.049, 0.026], [-0.152, -0.329, 0.380], [0.448, -0.162, 0.091], [-0.763, -1.313, -0.935], [0.550, -0.143, 0.130], [0.795, 1.234, -0.456], [-1.570, 0.848, -0.850], [-0.631, -0.752, -0.119], [-1.199, 0.011, -1.732], [0.062, -0.081, 0.131], [0.400, 0.055, -0.026], [0.065, 0.173, 0.077], [0.121, 1.038, -0.479], [-0.205, 0.276, -1.015], [0.883, 0.714, -0.190], [-0.990, -0.206, 0.149], [0.416, -0.229, -0.143], [1.525, -0.205, -1.110], [1.180, -1.338, 0.371], [0.455, 0.599, -0.032], [0.254, -0.108, 0.083], [-0.063, 0.595, -0.163], [-0.020, 0.961, -0.390], [-1.919, -0.780, 1.171], [0.131, -0.341, 1.443], [0.178, -1.054, -1.549], [-1.261, -0.847, -0.478], [-0.793, -0.679, 0.046], [1.278, -0.294, -1.408], [0.148, 0.116, -0.521], [-0.418, -0.087, 0.698], [0.444, 1.145, 1.701]],
  "homo_energy_ha": -0.312,
  "total_energy_ev": -58090.664,
  "largest_force_ev_per_a": 3.8,
  "homo_lumo_gap_ev": 9.0,
  "smiles": "CC1(C)CCCC(C)(C)N1O.CC1(C)CCCC(C)(C)N1O.CC1(C)CCCC(C)(C)N1O.NC(N)=O.NC(N)=O.CO.CO",
  "lumo_ev": 0.508
}



{
  "formula": "ClH5N3P",
  "method": "ωB97M-V/def2-TZVPD",
  "elements": ["H", "N", "H", "P", "Cl", "N", "H", "H", "H", "N"],
  "coordinates": [[0.3311, -1.3711, -1.2538], [-0.2237, -0.8113, 1.0894], [0.7886, 0.0581, -2.1767], [0.5282, 0.3611, 0.1831], [2.4777, 0.0452, 0.4254], [-1.0964, 2.1498, 0.8979], [-1.5581, 2.0865, -0.0548], [-0.4767, -1.7250, 0.6656], [-1.0461, -0.3804, 1.5893], [0.2752, -0.4129, -1.3654]],
  "forces_ev_per_angstrom": [[0.516, -2.291, -0.522], [-1.710, -0.152, 0.977], [-0.939, -1.521, 1.618], [-2.401, -0.058, -1.757], [1.618, -0.152, 0.509], [0.237, -0.742, -0.981], [0.471, 0.081, 0.748], [0.379, 1.024, 0.501], [1.269, -0.786, -0.672], [0.559, 4.598, -0.422]],
  "homo_energy_ha": [-0.337, -0.323],
  "total_energy_ev": -26359.648,
  "largest_force_ev_per_a": 4.7,
  "homo_lumo_gap_ev": [8.4, 8.3],
  "lumo_ev": [-0.787, -0.504]
}



{
  "formula": "CH3ClNO",
  "method": "ωB97M-V/def2-TZVPD",
  "elements": ["Cl", "O", "C", "H", "N", "H", "H"],
  "coordinates": [[1.9682, 0.9665, -0.2258], [0.9973, -1.5907, -0.1170], [-0.5726, 0.1300, 0.0352], [-0.6026, 1.2239, -0.3681], [0.6869, -0.3757, 0.5578], [-1.4241, 0.0784, 0.8197], [-1.0531, -0.4324, -0.7018]],
  "forces_ev_per_angstrom": [[0.599, 0.772, -0.154], [-1.500, 3.634, 2.385], [-2.448, 2.821, 1.028], [0.483, -1.861, 1.024], [1.106, -4.210, -2.227], [1.625, 0.229, -0.338], [0.135, -1.386, -1.718]],
  "homo_energy_ha": [-0.114, -0.114],
  "charge": -1,
  "total_energy_ev": -17143.313,
  "largest_force_ev_per_a": 4.9,
  "homo_lumo_gap_ev": [7.5, 7.5],
  "smiles": "CN([O-])Cl",
  "lumo_ev": [4.449, 4.450]
}



{
  "formula": "C11H42N2O17PS2",
  "method": "ωB97M-V/def2-TZVPD",
  "elements": ["H", "H", "H", "H", "H", "H", "H", "H", "H", "O", "H", "O", "H", "H", "H", "P", "H", "O", "O", "H", "O", "H", "H", "H", "H", "H", "N", "O", "O", "S", "H", "H", "C", "O", "C", "C", "C", "H", "H", "O", "C", "H", "O", "H", "C", "S", "H", "H", "H", "O", "O", "C", "O", "H", "O", "H", "C", "N", "H", "C", "H", "H", "C", "H", "H", "H", "H", "H", "H", "O", "O", "H", "H", "O", "C"],
  "coordinates": [[-1.9696, -3.2259, 5.5996], [3.6274, 5.7622, -5.9346], [5.2358, 5.6498, -6.6899], [-3.1571, 1.5206, 4.3623], [-3.9623, -1.5064, 0.2129], [-2.3983, -2.2103, -0.2404], [0.4439, -2.5847, 1.0912], [-1.5892, 0.5495, -2.6792], [-4.2800, 2.4419, 3.3492], [5.1765, 5.2410, -4.6462], [-7.1772, -4.2582, -0.5658], [-3.1186, 1.0413, 2.3243], [-6.1722, -3.5360, -1.8387], [0.4403, 0.0682, 5.7188], [-5.0102, -4.3680, 1.1262], [0.2573, 0.6145, -3.9149], [4.8553, 6.9996, -5.6029], [-2.7625, -0.3351, -0.9921], [-5.9930, -2.6178, -0.0356], [-5.0654, -3.7072, 3.3496], [2.0102, -3.5674, 0.1279], [2.2508, 0.8517, 1.3776], [-1.3489, -0.2978, 3.5429], [-4.5945, 0.7308, 3.6886], [-7.6494, -2.7110, -1.3028], [-3.9757, -2.7101, 2.3509], [2.7489, 2.3394, -3.5528], [-3.6211, -1.9983, 5.8482], [8.7534, 2.5861, -5.6877], [3.7095, 1.1652, -3.9329], [5.0192, 4.3002, -4.7976], [1.9480, 0.9785, 3.1298], [4.6962, 5.9372, -5.7808], [-0.5828, -0.5707, 4.0666], [4.1440, -0.0765, -1.7948], [-2.9028, -1.2947, 0.0583], [-2.5317, -2.7360, 6.3979], [3.0659, 2.1133, 2.3415], [-1.3145, 0.3538, 5.7715], [3.0258, -0.0615, -4.2893], [-3.8141, 1.4651, 3.4954], [1.1932, 2.8914, 1.1912], [1.9420, 1.3523, -1.3682], [2.4123, -2.7336, -0.1389], [-6.8011, -3.3187, -0.9800], [1.4934, 1.9512, -2.6193], [8.7578, 2.1835, -4.8154], [-0.2681, 1.3652, 4.7265], [7.3757, 3.1019, -7.1001], [1.0276, 2.4052, 2.0069], [-4.2709, -4.6584, 1.6716], [-0.4263, 0.3606, 5.1311], [4.7055, 1.6409, -4.8471], [-2.4550, -0.9177, 0.9773], [3.7306, -0.9184, -1.1087], [0.7818, -4.2528, 1.5925], [2.1429, 1.5402, 2.2179], [4.6024, 0.7821, -2.5207], [-3.2361, -1.3479, 5.2526], [-4.1620, -3.7191, 2.7312], [-3.3220, -4.0183, 3.3531], [6.9558, 1.6454, -6.1740], [7.3887, 2.6437, -6.1130], [6.7895, 3.2442, -5.4312], [-2.4243, 1.6852, 2.1289], [-6.5426, -2.4146, 0.7280], [-3.2213, 0.4608, -0.7077], [-1.8712, -2.0657, 6.9540], [-2.9182, -3.4968, 7.0716], [0.6684, 3.1356, -2.4835], [0.5116, -0.8375, -3.2265], [1.8545, -2.9392, 2.1133], [1.1081, -1.3012, -3.8284], [-1.2430, 0.9782, -3.4774], [1.2368, -3.3113, 1.2902]],
  "forces_ev_per_angstrom": [[0.126, -0.029, 0.107], [-0.006, 0.037, -0.025], [-0.011, 0.042, -0.025], [0.099, -0.005, 0.134], [0.116, -0.115, 0.112], [0.028, 0.046, -0.115], [-0.020, -0.007, 0.048], [0.033, -0.063, 0.279], [-0.044, 0.006, 0.026], [0.054, -0.063, -0.175], [0.013, -0.028, -0.042], [0.158, 0.099, 0.270], [0.016, 0.007, -0.003], [0.011, -0.056, -0.037], [0.181, 0.074, -0.198], [0.368, 0.271, -1.204], [0.002, 0.011, -0.004], [0.094, 0.081, -0.139], [-0.205, -0.260, 0.112], [0.058, 0.037, 0.071], [0.007, 0.052, 0.150], [0.089, -0.040, 0.041], [0.226, 0.022, -0.114], [0.014, 0.001, -0.010], [0.012, -0.005, -0.057], [0.025, 0.023, 0.044], [0.177, -0.270, -0.023], [-0.025, -0.075, 0.100], [-0.025, 0.027, -0.068], [0.143, 0.463, -0.376], [-0.131, -0.020, 0.232], [-0.022, -0.027, -0.012], [-0.006, -0.131, 0.075], [-0.209, -0.132, 0.139], [-0.593, -0.359, 0.127], [-0.080, 0.161, -0.095], [0.067, 0.231, -0.274], [0.033, -0.047, 0.008], [0.080, 0.132, 0.179], [0.036, -0.127, 0.074], [-0.013, 0.023, -0.305], [-0.082, -0.151, -0.097], [-0.041, -0.196, -0.013], [0.026, -0.005, -0.156], [-0.014, 0.081, 0.090], [-0.731, 0.457, 0.680], [0.010, 0.019, 0.007], [0.045, 0.046, 0.184], [0.051, 0.015, -0.003], [0.052, 0.084, 0.155], [-0.142, 0.004, 0.126], [-0.271, 0.024, -0.460], [0.055, 0.064, 0.064], [0.012, -0.095, 0.060], [0.441, 0.063, 0.124], [-0.011, -0.012, 0.001], [-0.206, 0.095, -0.206], [0.119, -0.003, -0.099], [-0.043, -0.029, -0.048], [-0.063, -0.039, -0.098], [0.012, -0.003, 0.014], [-0.097, 0.033, -0.024], [0.176, -0.109, 0.054], [-0.019, 0.015, -0.018], [-0.043, -0.106, -0.020], [0.021, 0.101, -0.020], [0.022, 0.014, 0.009], [0.111, -0.153, 0.045], [-0.170, 0.071, -0.008], [0.166, 0.042, -0.107], [-0.351, -0.011, 0.111], [-0.035, -0.005, 0.031], [0.210, -0.097, 0.230], [-0.139, -0.260, 0.496], [0.053, 0.061, -0.132]],
  "homo_energy_ha": -0.205,
  "charge": -1,
  "total_energy_ev": -80833.759,
  "largest_force_ev_per_a": 1.3,
  "homo_lumo_gap_ev": 7.3,
  "lumo_ev": 1.762
}